[1]
Below is a structure of composition C16H48B4Mg2O8S4 in a non-equilibrium geometry, with properties calculated with the ωB97M-V functional and the def2-TZVPD basis.

* Kohn-Sham gap: 9.052 eV
* total energy: -3332.6040 a.u.
* HOMO energy: -8.940 eV
* relative energy (zero: lowest compared OMol25 entry of this formula, charge and spin): 0.0 kcal/mol

```
82
Properties=species:S:1:pos:R:3:lowdin_charge:R:1
S 3.59691 -10.52003 17.97926 0.710
S -1.18823 -6.91262 18.26650 0.732
S -3.47341 -10.49886 23.44156 0.700
S -4.29267 -10.82233 19.70041 0.725
Mg 0.97132 -11.82260 19.78644 0.305
Mg -1.92317 -8.83367 21.08922 0.392
O -4.78219 -9.96716 23.21266 -0.271
O 2.66407 -11.30273 18.74065 -0.351
O -2.40674 -10.12457 22.53863 -0.357
O -1.59960 -5.54102 18.29920 -0.275
O 3.50902 -9.08765 18.01563 -0.293
O -3.55807 -9.62125 20.02074 -0.342
O -4.14404 -11.91140 20.62509 -0.280
O -1.38356 -7.74307 19.42838 -0.338
C 3.62112 -11.18126 16.31213 -0.197
C -6.32122 -10.99256 18.02137 -0.195
C 5.25998 -11.01450 18.35727 -0.220
C -4.05102 -12.43239 25.09018 -0.197
C -5.02590 -10.87133 17.19466 -0.216
C 0.42578 -8.49319 17.07479 -0.227
C -2.95732 -10.16057 25.09139 -0.213
C -1.93077 -7.80180 16.88033 -0.188
C 4.85659 -12.07390 16.20394 -0.201
C -0.79818 -8.50926 16.15444 -0.187
C -3.90952 -11.41886 18.06482 -0.203
C 0.47647 -7.10412 17.68298 -0.197
C 5.47425 -12.29563 17.57722 -0.211
C -3.63591 -12.25674 23.64211 -0.222
C -5.98008 -10.34731 19.36730 -0.203
C -3.30855 -11.37772 25.94422 -0.192
B -0.01215 -12.76024 18.23561 -0.379
B -0.22759 -10.18579 20.56037 -0.343
B -2.48342 -7.21324 22.36488 -0.333
B 1.55528 -13.10052 21.40618 -0.355
H -4.34896 -12.58198 22.88983 0.089
H 0.63601 -6.40524 16.85593 0.119
H -6.62335 -10.63242 20.19901 0.116
H -2.37310 -6.97323 16.32106 0.104
H -5.08890 -11.42088 16.25678 0.121
H -4.88129 -9.80991 16.97514 0.111
H 1.21608 -6.87102 18.44446 0.124
H 0.77157 -13.51997 18.67729 0.007
H 0.59499 -13.42130 20.80615 -0.022
H -3.77138 -13.40968 25.47084 0.115
H 5.92061 -10.23435 17.97020 0.116
H -1.21241 -10.12116 19.92210 0.014
H -1.89596 -9.92194 25.14793 0.119
H 0.66564 -10.10130 19.80582 0.016
H -0.82827 -12.38255 18.99856 -0.003
H -2.70235 -12.75050 23.36141 0.127
H 2.19076 -14.03408 21.82657 0.000
H -0.99595 -9.53978 15.86320 0.118
H -4.02446 -12.49930 18.18046 0.119
H -5.12260 -12.23405 25.12292 0.117
H -2.38873 -11.83658 26.30453 0.114
H 5.44760 -11.03704 19.42877 0.123
H 4.71806 -12.96430 15.59131 0.120
H -3.87533 -11.04446 26.81119 0.114
H -2.79579 -8.37491 17.20818 0.092
H 3.73049 -10.27946 15.70593 0.103
H -0.16754 -9.27770 21.31468 0.041
H 2.29906 -12.54172 20.67810 -0.036
H -2.08109 -6.07771 22.26733 0.008
H 1.26877 -12.33738 22.30004 0.006
H -0.12442 -11.21216 21.10834 0.006
H 0.57945 -11.80266 17.88963 -0.033
H 5.08010 -13.14602 18.13671 0.126
H -3.41658 -9.20295 25.34312 0.112
H 2.65546 -11.60448 16.04174 0.114
H -7.10629 -10.46698 17.48454 0.118
H -6.56206 -12.03769 18.21881 0.122
H -2.89235 -11.24270 17.72131 0.110
H 5.56004 -11.53446 15.55915 0.116
H 0.28310 -9.22436 17.88106 0.092
H -0.56907 -13.21755 17.26738 0.009
H 6.54990 -12.47496 17.53621 0.120
H -6.02909 -9.25797 19.35735 0.117
H -1.47016 -7.83000 22.46703 -0.024
H -0.52627 -7.96137 15.24860 0.117
H -3.15583 -7.37762 23.35086 0.007
H 1.37956 -8.80955 16.65681 0.102
H -3.03273 -7.51620 21.36040 -0.024
```

---

[2]
Below is a cluster of 9 separate species, C16H48ClO12S8 in total in a non-equilibrium geometry, with properties calculated with the ωB97M-V functional and the def2-TZVPD basis.

* Kohn-Sham gap: 7.543 eV
* total energy: -5186.5164 a.u.
* HOMO energy: -5.777 eV
* total charge: -1
* relative energy (zero: lowest compared OMol25 entry of this formula, charge and spin): 33.3 kcal/mol

```
85
Properties=species:S:1:pos:R:3:lowdin_charge:R:1
Cl 0.18076 0.94975 0.85341 0.612
S -0.83158 -3.15250 -1.43367 0.840
S -2.66607 -2.87025 2.35833 0.879
S -0.79860 6.12144 0.13790 0.823
S 3.18681 -1.22266 4.48579 0.823
S 3.16543 -3.31362 0.45826 0.814
S -0.37984 0.58152 -4.66514 0.798
S -5.06977 1.11558 -1.37577 0.813
S 4.45314 1.12841 -3.74076 0.844
O -4.89767 0.20979 -2.54919 -0.552
O 3.55535 2.21060 -4.22374 -0.582
O -1.14380 -4.15401 -2.52853 -0.593
O 1.31916 1.00963 -0.03074 -0.380
O 0.08596 -0.43527 1.22693 -0.383
O 3.29422 -2.68909 4.86008 -0.570
O 3.55404 -3.90421 -0.87991 -0.580
O -1.17731 0.14837 -5.85021 -0.554
O 0.41854 1.73691 1.99553 -0.343
O -1.01489 1.28073 0.06208 -0.378
O -0.47217 6.68474 -1.27041 -0.598
O -3.92750 -2.59499 1.52063 -0.575
C 0.44547 -2.05038 -2.16145 -0.256
C 4.22004 1.17884 -1.89160 -0.242
C -1.44773 1.47714 -3.44106 -0.224
C -4.60172 0.12059 0.05864 -0.273
C 3.55714 -0.48009 -4.00066 -0.235
C 0.74114 5.28387 0.70026 -0.245
C 3.73428 -1.55960 0.40164 -0.235
C -2.18465 -1.86998 -1.31126 -0.226
C -1.82793 4.65314 -0.13467 -0.272
C 3.55066 -0.13889 5.90787 -0.267
C -6.85274 1.23481 -1.01423 -0.280
C 0.71566 1.96197 -5.13454 -0.267
C 1.37239 -0.85842 4.39600 -0.244
C -2.28464 -1.36180 3.33890 -0.262
C 4.31644 -4.02483 1.67498 -0.260
C -3.28999 -3.70749 3.93955 -0.247
H 4.24103 2.20947 -1.54107 0.054
H -4.10012 -3.07802 4.31096 0.041
H -1.28597 3.92915 -0.74564 0.040
H -1.41403 -1.51334 3.97878 0.030
H 1.40010 -2.57160 -2.19112 0.032
H 0.11593 -1.68264 -3.13325 0.015
H 3.79698 -1.21884 -3.23234 0.043
H 3.19120 0.88696 5.83022 0.057
H -3.07401 -2.04802 -1.91415 0.063
H 0.19289 2.59156 -5.85611 0.054
H -4.80326 -0.93194 -0.13318 0.045
H 1.43284 6.07057 0.99196 0.040
H 3.35396 -1.04982 -0.48226 0.015
H 0.89939 -0.65701 5.36143 0.050
H -2.79782 4.92202 -0.54401 0.049
H -3.88591 -4.60163 3.74338 0.042
H 5.33306 -3.83724 1.30834 0.047
H 2.49395 -0.31099 -3.81628 0.028
H 3.21340 0.89152 -1.57258 0.021
H 1.08426 2.54946 -4.29593 0.044
H 4.31244 -5.11207 1.70470 0.052
H 0.43275 -1.20312 -1.47119 0.026
H 2.85974 -0.52072 6.66613 0.042
H 3.55848 -1.09843 1.37016 0.032
H -2.40810 -1.82675 -0.25001 -0.014
H -5.05020 0.38407 1.01746 0.057
H 1.59815 1.54537 -5.61588 0.025
H 4.32924 -3.50121 2.63113 0.022
H 3.72084 -0.91012 -4.98594 0.048
H 0.51343 4.66980 1.57193 0.041
H -1.91700 2.33046 -3.93456 0.056
H 4.57804 -0.24424 6.24446 0.046
H -7.37286 0.27477 -1.02108 0.055
H 1.07441 4.67462 -0.13773 0.056
H 0.82669 -1.67111 3.92329 0.041
H -1.95683 4.07035 0.78053 0.049
H 4.90936 0.45892 -1.45151 0.033
H -3.53062 0.27770 0.19551 0.022
H -0.78144 1.82852 -2.65493 0.037
H -2.47706 -3.94065 4.62261 0.047
H -7.34730 1.79881 -1.80665 0.039
H 4.78937 -1.58048 0.10896 0.050
H 1.17398 0.07241 3.86018 0.035
H -2.08129 -0.51010 2.69192 0.037
H -3.05260 -1.09062 4.06452 0.050
H -7.07658 1.72283 -0.06546 0.044
H -2.25178 0.80789 -3.14101 0.022
H -1.75914 -0.95627 -1.72393 0.017
```

---

[3]
Below is a structure of composition C16H48CuO8S8 in a non-equilibrium geometry, with properties calculated with the ωB97M-V functional and the def2-TZVPD basis.

* spin multiplicity: 2
* Kohn-Sham gap (alpha / beta): 9.614 / 7.742 eV
* total energy: -6065.5070 a.u.
* HOMO energy (alpha / beta): -13.343 / -13.328 eV
* total charge: +2
* relative energy (zero: lowest compared OMol25 entry of this formula, charge and spin): 79.5 kcal/mol

```
81
Properties=species:S:1:pos:R:3:mulliken_spin:R:1
Cu 11.00868 -11.80510 -11.02041 0.955
S 8.51566 -13.53892 -8.78893 0.000
S 12.67185 -8.62738 -11.08202 -0.001
S 14.57531 -11.76248 -10.35918 -0.001
S 8.12990 -12.92168 -12.54978 -0.001
S 11.60239 -10.56942 -7.63274 0.001
S 12.15488 -11.45592 -14.43214 0.003
S 12.20501 -14.93339 -10.52223 -0.001
S 8.34841 -9.39889 -11.19256 0.003
O 11.40178 -13.87448 -11.30213 0.027
O 11.54329 -9.65252 -11.17164 0.002
O 13.06948 -11.93167 -10.46782 -0.004
O 11.95684 -11.42297 -12.92968 -0.004
O 11.06195 -10.93730 -9.02540 -0.001
O 9.60942 -13.07148 -9.76001 -0.003
O 9.32136 -10.54439 -10.81648 0.005
O 9.52852 -12.30532 -12.66685 0.007
C 10.10680 -10.74041 -6.55325 0.000
C 15.55954 -13.30948 -10.31435 0.001
C 12.27799 -7.54891 -9.69116 0.000
C 12.47590 -16.30033 -11.70971 0.006
C 10.69692 -10.59403 -15.11341 0.000
C 7.47495 -14.86943 -9.53779 0.000
C 12.57002 -12.02075 -7.09357 0.002
C 8.42093 -14.68311 -13.08543 -0.001
C 11.01130 -15.68752 -9.35164 0.000
C 12.55607 -7.46065 -12.52491 0.000
C 8.92911 -8.26326 -12.55574 0.001
C 11.72238 -13.13427 -15.00045 -0.001
C 8.64409 -8.26547 -9.80137 -0.001
C 15.08007 -11.06598 -11.99102 0.000
C 7.16482 -12.23602 -8.85790 0.000
C 7.11791 -12.52164 -14.03880 0.002
H 9.70955 -8.22008 -9.57588 0.001
H 10.19669 -16.13040 -9.92464 0.000
H 6.43766 -12.35502 -8.05466 0.000
H 12.33864 -8.03708 -8.71849 0.000
H 11.77549 -16.27261 -12.54443 0.000
H 8.90733 -8.58935 -13.59558 0.000
H 7.26391 -14.52566 -10.55041 0.000
H 7.95819 -15.84286 -9.62163 0.000
H 6.47256 -13.38269 -14.21266 0.000
H 10.89250 -13.44542 -14.36596 0.001
H 8.21844 -8.70997 -8.90174 0.000
H 6.55713 -14.93680 -8.95370 0.000
H 13.51026 -16.19480 -12.03690 0.000
H 12.52924 -13.83421 -14.78328 0.000
H 10.86461 -10.82032 -16.16638 0.000
H 9.75108 -10.97163 -14.72495 0.000
H 11.29509 -7.07958 -9.73287 0.000
H 11.89356 -12.86668 -6.97150 0.000
H 8.45786 -7.29582 -12.38234 0.000
H 14.49443 -10.17119 -12.20196 0.000
H 15.32192 -13.77443 -9.35755 0.000
H 11.45659 -16.53920 -8.83737 0.000
H 6.47884 -12.34135 -9.69840 0.000
H 7.53297 -11.21106 -8.81283 0.000
H 13.02974 -6.75988 -9.67129 0.000
H 16.61667 -13.10823 -10.48775 0.000
H 13.27277 -12.23073 -7.89989 -0.001
H 13.21514 -11.81678 -6.23898 0.000
H 8.11158 -7.33509 -9.99865 0.000
H 14.83578 -11.88459 -12.66800 0.000
H 15.14257 -13.91437 -11.11955 0.000
H 12.42876 -8.06606 -13.42235 0.000
H 10.53628 -15.02438 -8.62865 0.000
H 10.70885 -9.52083 -14.92317 0.000
H 8.83112 -14.72594 -14.09440 0.000
H 11.50301 -13.25247 -16.06160 0.000
H 9.60729 -11.70922 -6.55020 0.000
H 16.14481 -10.87634 -12.12684 0.000
H 7.76255 -12.35057 -14.90095 0.000
H 12.34052 -17.25219 -11.19617 0.001
H 9.32945 -10.16641 -7.05755 0.000
H 13.34072 -6.70454 -12.49843 0.000
H 7.52032 -15.29492 -13.13701 0.000
H 9.20567 -15.15834 -12.49683 0.001
H 10.14207 -10.24546 -5.58275 0.000
H 6.60978 -11.58378 -13.81451 0.000
H 11.64029 -6.89185 -12.36389 0.000
H 9.99990 -8.14767 -12.38801 0.001
```

---

The lowest total energy belongs to which entry?
C16H48CuO8S8

---

The highest relative energy (zero: lowest compared OMol25 entry of this formula, charge and spin) belongs to which entry?
C16H48CuO8S8

---

Which value of total energy does entry 3 give?
-6065.5070 a.u.

---

What is the formula in the second record?
C16H48ClO12S8